{"formula": "C22H22ClN3O3", "method": "ωB97M-V/def2-TZVPD", "elements": ["O", "H", "H", "O", "C", "H", "H", "H", "H", "C", "C", "C", "N", "H", "C", "C", "C", "H", "C", "C", "H", "H", "C", "C", "C", "H", "N", "H", "H", "N", "C", "C", "H", "C", "C", "C", "H", "H", "C", "C", "H", "H", "C", "C", "H", "C", "H", "Cl", "H", "H", "O"], "xyz": [[-3.65, -1.24, -1.65], [-1.04, -2.38, -1.58], [4.53, 1.54, -0.57], [7.59, -0.04, 1.59], [4.33, -0.50, 0.18], [-1.68, 2.39, -0.22], [-6.40, 0.51, -2.04], [2.11, 0.57, -1.35], [4.19, -0.45, -1.99], [4.47, 1.02, 0.39], [5.78, -1.00, 0.25], [-6.59, -0.85, -0.39], [-3.96, 0.89, -1.05], [-7.07, -2.84, -1.05], [-7.73, -1.60, 2.04], [-7.11, -2.13, -0.24], [-2.62, 0.60, -0.94], [5.27, 2.67, 2.47], [6.08, 2.38, 1.79], [-1.19, -1.35, -1.31], [6.72, 4.38, 1.35], [-6.08, -1.20, -2.45], [3.64, -0.87, -1.14], [-0.11, -0.56, -0.92], [-7.68, -2.49, 0.98], [3.64, 1.44, 0.97], [5.70, 1.15, 1.12], [7.16, 3.20, 0.11], [5.88, -1.98, 0.71], [2.27, -0.41, -1.18], [1.23, -1.22, -0.91], [-5.95, -0.43, -1.70], [-7.24, 0.37, 2.70], [-4.50, -0.21, -1.47], [6.38, 3.51, 0.81], [-2.43, -0.75, -1.31], [6.97, 2.14, 2.37], [-8.17, -1.90, 2.97], [-6.64, 0.04, 0.67], [6.50, 0.06, 1.08], [5.49, 3.78, 0.24], [-6.22, 1.03, 0.55], [-7.20, -0.33, 1.88], [-1.54, 1.37, -0.53], [6.24, -1.03, -0.73], [-0.30, 0.77, -0.53], [3.60, -1.96, -1.23], [-8.32, -4.08, 1.16], [0.55, 1.35, -0.19], [3.75, -0.93, 1.00], [1.36, -2.41, -0.70]], "nbo_charge": [-0.425, 0.248, 0.174, -0.620, -0.228, 0.228, 0.253, 0.395, 0.194, -0.207, -0.498, -0.021, -0.472, 0.217, -0.233, -0.180, 0.074, 0.187, -0.215, -0.213, 0.217, 0.239, -0.219, -0.140, -0.049, 0.198, -0.432, 0.214, 0.242, -0.613, 0.659, -0.482, 0.220, 0.551, -0.616, 0.296, 0.238, 0.229, -0.209, 0.689, 0.198, 0.229, -0.186, -0.211, 0.224, -0.199, 0.243, 0.009, 0.206, 0.218, -0.619], "spin_multiplicity": 1, "e_tot_ha": -1701.7973, "de_lowest_kcal_mol": 0.0, "homo_energy_ev": -9.0497}

{"formula": "C28H29Cl3F6InN2O5S3", "method": "ωB97M-V/def2-TZVPD", "elements": ["H", "O", "C", "C", "C", "C", "C", "F", "H", "Cl", "H", "C", "S", "O", "C", "C", "In", "H", "H", "H", "C", "H", "H", "H", "C", "C", "F", "H", "H", "S", "F", "H", "H", "C", "H", "C", "C", "N", "Cl", "F", "H", "O", "H", "C", "H", "C", "H", "C", "N", "C", "C", "O", "C", "C", "H", "F", "C", "F", "H", "C", "H", "H", "C", "H", "C", "H", "H", "H", "C", "O", "C", "Cl", "H", "S", "C", "H", "H"], "xyz": [[3.79, -0.82, -2.30], [-3.93, -2.57, -6.04], [3.65, 1.86, -2.99], [-3.09, -0.34, 0.78], [-2.11, -3.67, -4.09], [3.45, 1.22, -1.61], [4.20, -0.12, -1.56], [1.44, -2.23, 3.89], [3.17, 2.85, -3.03], [2.15, 5.76, 1.93], [5.26, 0.03, -1.77], [-2.89, -0.91, 2.04], [-3.29, -4.81, -4.78], [3.07, -0.37, 1.93], [-2.92, 1.03, 0.57], [0.56, -0.84, -2.49], [0.38, 0.05, 1.45], [4.10, -0.58, -0.57], [-2.70, 0.96, -1.57], [5.07, 2.29, -0.64], [-1.47, -2.18, -2.32], [1.48, 1.71, -0.71], [3.51, 3.13, -0.56], [-3.39, -0.97, -0.05], [-2.57, 1.83, 1.65], [-3.11, 1.62, -0.80], [2.09, 3.35, 5.21], [-2.87, -2.68, 3.27], [-5.26, -5.49, -6.52], [3.62, -0.95, 3.13], [3.95, 2.37, 5.75], [0.81, -2.14, -4.82], [-6.28, -4.17, -5.93], [2.65, -2.50, 3.38], [-3.25, -3.38, -2.30], [-1.97, 2.18, 4.07], [4.00, 2.15, -0.52], [3.36, -0.16, 4.45], [-1.18, 5.79, 2.41], [3.49, 2.74, 3.66], [-1.64, -1.73, -1.35], [1.21, 0.98, 3.63], [-2.35, -0.51, 4.07], [1.98, 1.01, -1.37], [-1.64, 3.16, 3.72], [2.97, 2.42, 4.85], [-2.35, -2.95, 1.60], [-3.05, -2.40, 2.23], [0.37, 2.60, 1.16], [0.79, 5.11, 1.07], [-4.21, -3.72, -5.86], [1.57, 0.55, 6.03], [-0.97, -3.33, -4.80], [-2.36, -3.10, -2.85], [-5.51, -4.03, -7.52], [3.29, -3.31, 4.22], [-5.39, -4.41, -6.51], [2.47, -3.14, 2.22], [3.20, 1.24, -3.77], [0.64, 3.72, 1.11], [-2.82, 2.32, 4.75], [4.71, 1.98, -3.21], [-2.36, 1.30, 2.92], [-0.79, -3.78, -5.77], [1.24, 0.04, -1.97], [-4.06, -2.71, 1.97], [-4.17, 1.77, -1.02], [-2.61, 2.59, -0.88], [-0.32, -1.81, -3.04], [4.98, -1.41, 3.09], [-0.08, -2.41, -4.27], [0.49, 5.82, -0.49], [-1.16, 1.73, 4.64], [2.13, 0.79, 4.74], [-2.52, -0.08, 3.09], [3.82, 1.72, 0.47], [-2.43, 2.90, 1.51]], "nbo_charge": [0.206, -0.539, -0.592, -0.254, -0.201, -0.110, -0.601, -0.315, 0.212, 0.047, 0.203, -0.022, 0.197, -0.984, -0.008, 0.063, 0.799, 0.232, 0.215, 0.206, -0.203, 0.241, 0.210, 0.200, -0.179, -0.634, -0.300, 0.216, 0.226, 2.276, -0.310, 0.219, 0.245, 0.715, 0.222, -0.651, -0.601, -1.223, -0.609, -0.306, 0.227, -1.025, 0.207, -0.173, 0.258, 0.726, 0.218, -0.628, -0.541, -0.207, 0.433, -0.903, -0.196, -0.191, 0.239, -0.307, -0.719, -0.307, 0.207, 0.321, 0.215, 0.204, -0.022, 0.221, -0.070, 0.213, 0.217, 0.229, -0.039, -0.912, -0.197, 0.032, 0.230, 2.276, -0.208, 0.232, 0.234], "spin_multiplicity": 1, "e_tot_ha": -4934.5481, "homo_energy_ev": [-5.6187, -4.6957], "total_charge": -1}

{"formula": "Cl2F2N3O2PS2", "method": "ωB97M-V/def2-TZVPD", "elements": ["N", "N", "Cl", "S", "N", "F", "O", "P", "O", "F", "Cl", "S"], "xyz": [[1.06, -0.47, -1.24], [0.70, -1.48, 1.18], [1.23, 2.41, 0.06], [0.14, -1.69, -0.64], [1.35, -0.47, 1.35], [-1.15, 0.47, 1.05], [-1.29, -1.28, -0.41], [1.66, 0.47, -0.08], [-1.22, 1.01, -1.27], [-2.91, 1.98, 0.17], [3.63, 0.64, -0.50], [-2.16, 0.55, -0.29]], "nbo_charge": [-1.213, -0.116, -0.120, 1.464, -0.410, -0.552, -0.964, 1.639, -0.919, -0.538, -0.180, 1.908], "spin_multiplicity": 1, "e_tot_ha": -2572.5422, "de_lowest_kcal_mol": 0.0, "homo_energy_ev": -10.0415}

{"formula": "C19H19NO7", "method": "ωB97M-V/def2-TZVPD", "elements": ["O", "H", "C", "O", "H", "H", "C", "C", "C", "H", "C", "H", "O", "H", "H", "C", "H", "C", "O", "H", "H", "H", "H", "O", "N", "C", "O", "C", "C", "H", "C", "H", "O", "C", "C", "H", "C", "C", "C", "H", "H", "C", "C", "H", "H", "C"], "xyz": [[-7.39, 1.29, -0.32], [5.02, -1.05, 1.07], [-3.33, -0.73, 1.47], [-6.37, 0.65, -2.09], [2.75, 0.43, -1.71], [-0.22, 2.41, 1.07], [0.84, -0.08, 0.85], [4.17, -1.48, 0.54], [-4.36, -0.47, -0.68], [0.71, 3.44, -0.85], [1.28, 2.58, -0.48], [-4.38, -0.66, -1.75], [1.31, 1.06, 1.45], [1.35, 3.04, 1.63], [-2.53, -1.13, 2.08], [-4.37, -0.04, 2.07], [-6.22, 1.02, 1.73], [-5.39, 0.24, -0.08], [3.06, -0.78, 1.06], [3.47, -1.60, -1.51], [4.55, 2.49, -0.31], [2.13, -3.10, -0.07], [-4.37, 0.12, 3.13], [4.75, 0.00, -1.37], [-6.46, 0.76, -0.89], [4.37, -1.29, -0.97], [2.63, 2.96, -0.64], [-5.40, 0.46, 1.29], [0.10, -2.50, -0.30], [-0.21, -3.43, -0.75], [0.87, 2.31, 0.98], [3.95, 1.50, -2.47], [-2.50, -2.57, -1.41], [3.71, 0.95, -1.56], [1.80, -1.10, 0.66], [1.03, 1.71, -1.09], [-0.85, -1.50, -0.11], [-0.47, -0.29, 0.47], [-2.24, -1.75, -0.56], [5.20, -1.94, -1.28], [-1.19, 0.51, 0.58], [3.60, 1.95, -0.39], [1.41, -2.31, 0.09], [4.11, -2.55, 0.77], [3.40, 1.43, 0.55], [-3.32, -0.95, 0.10]], "nbo_charge": [-0.375, 0.211, -0.149, -0.367, 0.161, 0.171, 0.316, -0.097, -0.153, 0.201, -0.096, 0.262, -0.514, 0.211, 0.229, -0.217, 0.251, 0.073, -0.490, 0.175, 0.190, 0.224, 0.226, -0.532, 0.517, -0.090, -0.530, -0.188, -0.142, 0.237, -0.096, 0.188, -0.522, -0.088, 0.277, 0.170, -0.185, -0.258, 0.559, 0.199, 0.228, -0.106, -0.296, 0.176, 0.199, -0.159], "spin_multiplicity": 1, "e_tot_ha": -1316.7117, "de_lowest_kcal_mol": 0.0, "homo_energy_ev": -8.7676}

{"formula": "C4H5NO3", "method": "ωB97M-V/def2-TZVPD", "elements": ["H", "H", "H", "C", "O", "O", "N", "C", "H", "H", "C", "C", "O"], "xyz": [[-1.18, 2.02, -0.76], [0.96, -0.22, 1.52], [-1.47, -1.06, 0.84], [-0.88, 1.18, -0.14], [0.36, -1.19, -0.14], [0.51, 1.24, -0.08], [3.42, -0.03, -0.66], [1.03, -0.09, 0.39], [-1.43, -1.93, -0.72], [-1.23, 1.17, 0.92], [-1.08, -1.08, -0.16], [2.39, -0.07, -0.18], [-1.40, 0.05, -0.82]], "nbo_charge": [0.202, 0.193, 0.136, 0.202, -0.529, -0.513, -0.262, 0.278, 0.195, 0.139, 0.223, 0.248, -0.513], "spin_multiplicity": 1, "e_tot_ha": -435.8289, "de_lowest_kcal_mol": 57.5, "homo_energy_ev": -11.1581}

{"formula": "C10H20O20S5", "method": "ωB97M-V/def2-TZVPD", "elements": ["H", "S", "C", "S", "C", "H", "O", "H", "C", "H", "H", "O", "O", "S", "O", "C", "S", "H", "O", "O", "O", "H", "H", "H", "H", "O", "H", "O", "S", "C", "C", "H", "H", "C", "H", "C", "O", "H", "O", "O", "C", "C", "H", "O", "O", "O", "O", "H", "O", "H", "O", "H", "O", "O", "H"], "xyz": [[-10.21, 2.76, -21.31], [-10.04, 5.74, -19.73], [-5.07, 8.41, -15.78], [-7.31, 7.40, -16.39], [-5.30, 8.62, -17.21], [-9.83, 12.53, -15.51], [-10.93, 11.04, -18.73], [-4.42, 8.22, -17.71], [-10.52, 7.76, -17.75], [-11.11, 6.86, -17.95], [-10.57, 11.81, -16.79], [-9.89, 6.33, -18.42], [-12.66, 15.37, -16.63], [-7.56, 14.08, -14.67], [-11.19, 8.99, -17.36], [-10.97, 12.56, -17.48], [-10.33, 10.33, -17.57], [-9.47, 8.27, -19.62], [-10.09, 11.09, -16.33], [-8.04, 12.38, -14.50], [-9.30, 6.44, -20.84], [-11.03, 2.74, -19.62], [-10.38, 12.53, -18.39], [-10.07, 7.53, -16.78], [-12.76, 11.45, -17.64], [-8.51, 15.14, -14.19], [-4.52, 7.47, -15.70], [-7.67, 13.80, -16.34], [-12.04, 14.34, -15.92], [-8.03, 12.45, -16.65], [-8.90, 11.95, -15.51], [-8.64, 12.47, -17.55], [-8.52, 7.57, -18.31], [-10.58, 3.30, -20.44], [-5.42, 9.69, -17.38], [-11.73, 4.28, -20.89], [-7.19, 5.95, -16.34], [-7.22, 11.75, -16.87], [-8.62, 8.09, -16.36], [-11.81, 14.65, -14.51], [-9.36, 8.23, -18.53], [-12.53, 12.50, -17.46], [-8.83, 10.87, -15.44], [-6.32, 8.15, -15.26], [-11.70, 5.33, -20.01], [-6.43, 7.85, -17.66], [-6.16, 14.22, -14.26], [-12.71, 3.85, -20.68], [-9.01, 9.45, -18.04], [-12.91, 13.02, -18.34], [-10.72, 13.76, -16.77], [-11.58, 4.60, -21.92], [-9.57, 4.16, -19.77], [-12.89, 12.94, -16.16], [-4.47, 9.18, -15.28]], "nbo_charge": [0.223, 2.448, -0.102, 2.481, -0.100, 0.230, -0.829, 0.213, -0.200, 0.276, 0.250, -0.854, -0.915, 2.374, -0.700, -0.304, 2.526, 0.213, -0.791, -0.671, -0.839, 0.207, 0.212, 0.257, 0.192, -0.816, 0.175, -0.676, 2.496, -0.063, -0.156, 0.179, 0.202, -0.095, 0.199, -0.110, -0.858, 0.173, -0.896, -0.865, -0.110, -0.124, 0.237, -0.653, -0.625, -0.675, -0.863, 0.224, -0.662, 0.194, -0.715, 0.196, -0.665, -0.679, 0.235], "spin_multiplicity": 1, "e_tot_ha": -3887.8096, "de_lowest_kcal_mol": 536.9, "homo_energy_ev": -7.7117}

{"formula": "C3H9NO2", "method": "ωB97M-V/def2-TZVPD", "elements": ["C", "H", "O", "N", "C", "H", "H", "H", "H", "O", "C", "H", "H", "H", "H"], "xyz": [[-0.72, 0.58, -0.23], [-2.26, -0.89, -0.41], [0.18, -1.22, 2.63], [1.46, 0.34, -1.37], [0.62, 0.98, -0.40], [0.86, 0.49, 0.86], [2.44, 0.54, -1.20], [0.82, 2.05, -0.31], [-1.38, 1.27, 0.27], [0.07, -0.17, 1.63], [-1.30, -0.63, -0.86], [-0.05, -0.73, 3.44], [1.35, -0.67, -1.37], [-0.64, -1.49, -0.75], [-1.44, -0.46, -1.93]], "nbo_charge": [0.078, 0.233, -0.477, -0.814, -0.305, 0.413, 0.370, 0.228, 0.221, -0.547, -0.675, 0.445, 0.366, 0.231, 0.233], "spin_multiplicity": 1, "e_tot_ha": -324.7348, "de_lowest_kcal_mol": 149.2, "homo_energy_ev": -8.6246}

{"formula": "C12H30Br6O8P2", "method": "ωB97M-V/def2-TZVPD", "elements": ["H", "H", "H", "H", "H", "H", "P", "H", "C", "O", "C", "O", "H", "H", "C", "H", "C", "O", "C", "C", "O", "Br", "H", "Br", "H", "O", "C", "Br", "H", "C", "H", "O", "H", "H", "C", "H", "H", "P", "H", "O", "H", "H", "Br", "H", "C", "H", "O", "H", "Br", "H", "C", "H", "H", "Br", "C", "H", "H", "H"], "xyz": [[5.12, 0.02, 1.64], [-0.01, 0.58, 4.85], [2.06, -1.84, -0.08], [4.26, -0.26, 0.13], [-2.03, -1.87, -3.09], [0.26, -0.30, -0.54], [2.14, 1.19, 2.32], [-1.07, 0.03, 1.13], [4.32, -2.54, -2.59], [-4.16, 2.25, -0.73], [-4.08, -2.07, -3.76], [-1.74, 2.65, -0.31], [3.11, 3.36, 4.46], [5.16, -2.00, -3.01], [4.30, 0.37, 1.02], [1.19, 1.85, 5.30], [-3.00, -2.16, -2.71], [3.10, 0.04, 1.77], [-1.97, 0.20, 1.71], [2.89, 3.52, 3.40], [-2.42, 0.48, -1.51], [2.35, -4.64, -3.02], [-0.89, -1.58, -0.97], [0.70, -1.21, -2.81], [0.12, 2.04, 3.91], [-3.01, 0.84, 0.95], [1.06, -2.26, -0.15], [4.75, -3.24, -0.81], [-1.75, 0.76, 2.61], [0.16, -1.32, -0.92], [4.39, 1.40, 0.69], [3.25, 2.31, 2.72], [-0.96, 3.84, 1.18], [-5.02, -2.47, -3.37], [3.96, -3.67, -3.54], [3.81, -3.23, -4.52], [4.77, -4.39, -3.60], [-2.78, 1.47, -0.49], [-5.76, 1.52, -1.80], [1.10, 1.65, 1.37], [-5.29, 0.54, -0.37], [1.06, -3.23, -0.63], [0.29, -2.50, 1.63], [1.84, 3.74, 3.26], [0.70, 1.32, 4.50], [3.47, -1.88, -2.44], [1.64, 0.61, 3.68], [-3.83, -2.73, -4.59], [-4.42, -0.25, -4.34], [-2.16, 4.60, 0.22], [-5.39, 1.55, -0.78], [-3.25, -1.60, -1.81], [3.55, 4.32, 3.06], [-2.83, -4.05, -2.18], [-1.90, 3.64, 0.66], [-2.38, -0.79, 1.92], [-6.13, 1.98, -0.10], [-2.61, 3.39, 1.46]], "nbo_charge": [0.195, 0.204, 0.229, 0.191, 0.235, 0.236, 2.573, 0.207, -0.445, -0.814, -0.456, -0.797, 0.179, 0.227, -0.245, 0.189, -0.426, -0.814, -0.249, -0.246, -1.114, 0.000, 0.237, -0.040, 0.189, -0.841, -0.440, -0.027, 0.179, -0.427, 0.200, -0.828, 0.195, 0.220, -0.448, 0.229, 0.226, 2.595, 0.199, -1.108, 0.185, 0.236, -0.024, 0.186, -0.254, 0.238, -0.809, 0.224, 0.001, 0.190, -0.249, 0.246, 0.200, -0.051, -0.253, 0.195, 0.186, 0.186], "spin_multiplicity": 1, "e_tot_ha": -17204.1303, "de_lowest_kcal_mol": 0.0, "homo_energy_ev": -9.6029}